This record from the OMol25 dataset describes a molecular structure, C13H18F6N2O8RbS3. The level of theory is ωB97M-V with the def2-TZVPD basis set.

The net charge is -2. As for the expectation value of S²: 0.76. As for the multiplicity: 2. The frontier orbital gap (spin up / spin down) is 4.9399 / 5.8156 eV.

Cartesian coordinates (Å):
1 Rb 0.205 -0.396 0.776
2 C -2.265 -2.973 -0.530
3 O -0.884 -2.672 -0.625
4 C -0.290 -3.044 -1.851
5 C -0.880 -2.379 -3.082
6 O -0.761 -0.975 -3.138
7 C 0.574 -0.535 -3.369
8 C 0.618 0.968 -3.472
9 O 0.549 1.651 -2.241
10 C -0.764 1.794 -1.723
11 H -2.440 -4.024 -0.809
12 H -2.866 -2.322 -1.171
13 H -2.564 -2.778 0.497
14 H -0.396 -4.132 -2.005
15 H 0.771 -2.820 -1.746
16 H -1.946 -2.596 -3.151
17 H -0.397 -2.836 -3.961
18 H 0.934 -0.958 -4.322
19 H 1.248 -0.868 -2.578
20 H -0.176 1.316 -4.150
21 H 1.586 1.229 -3.905
22 H -1.360 2.473 -2.352
23 H -0.658 2.228 -0.730
24 H -1.286 0.840 -1.652
25 F 5.552 -0.316 0.580
26 C 4.526 -1.117 0.264
27 F 4.240 -1.881 1.326
28 F 4.959 -1.960 -0.704
29 S 3.085 -0.173 -0.424
30 O 2.143 -1.334 -0.539
31 O 3.754 0.241 -1.683
32 N 2.996 0.554 1.473
33 S 2.193 1.779 1.884
34 O 2.891 3.029 2.122
35 O 0.881 1.948 1.244
36 C 1.711 1.357 3.602
37 F 2.787 1.160 4.381
38 F 0.991 2.360 4.148
39 F 0.950 0.249 3.683
40 O -2.635 -0.084 0.400
41 N -2.608 0.695 1.460
42 C -2.695 2.041 1.263
43 C -2.602 2.943 2.280
44 C -2.419 2.458 3.578
45 C -2.371 1.106 3.779
46 C -2.488 0.156 2.734
47 S -2.456 -1.541 2.988
48 H -2.808 2.306 0.223
49 H -2.624 4.000 2.052
50 H -2.290 3.139 4.411
51 H -2.216 0.694 4.766



This record from the OMol25 dataset describes a molecular structure, C13H18N2O4. The level of theory is ωB97M-V with the def2-TZVPD basis set.

The frontier orbital gap is 9.2942 eV.

Cartesian coordinates (Å):
1 C 3.354 0.218 -0.530
2 C 1.740 0.001 -0.513
3 C 3.859 -1.329 0.023
4 C 5.400 -1.352 -0.036
5 C -0.377 0.983 -0.397
6 C -1.184 2.384 -0.219
7 C -0.979 -0.043 0.760
8 C -2.313 -0.695 0.482
9 C -2.312 -1.729 -0.523
10 C -3.446 -0.215 1.071
11 C -3.524 -2.300 -0.926
12 C -4.703 -0.742 0.662
13 C -4.662 -1.635 -0.382
14 H 3.232 1.313 1.110
15 H 5.048 1.159 0.214
16 H 3.904 0.359 -1.398
17 H 3.359 -2.122 -0.433
18 H 3.113 -1.980 1.838
19 H 5.651 -2.319 0.388
20 H 5.762 -1.224 -1.123
21 H 6.027 -0.481 0.458
22 H 1.513 1.948 -0.136
23 H -0.509 0.514 -1.368
24 H -1.340 0.439 1.832
25 H -0.254 -0.882 0.862
26 H -1.261 -2.060 -0.973
27 H -3.409 0.616 1.738
28 H -3.355 -3.256 -1.469
29 H -5.600 -0.316 0.930
30 H -5.559 -1.988 -0.761
31 H -3.083 3.061 0.335
32 N 3.787 1.383 0.157
33 N 1.058 1.107 -0.301
34 O 1.123 -1.007 -0.785
35 O 3.134 -1.149 1.386
36 O -0.631 3.579 -0.376
37 O -2.660 2.140 0.042



This record from the OMol25 dataset describes C13H18N2O4 in the gas phase. The level of theory is ωB97M-V with the def2-TZVPD basis set.

The frontier orbital gap is 9.8143 eV. As for the SMILES: C[C@@H](O)[C@H](N)C(=O)N[C@@H](Cc1ccccc1)C(=O)O.

Cartesian coordinates (Å):
1 C -1.398 2.294 3.622
2 C -0.718 2.109 2.273
3 O 0.740 1.811 2.389
4 C -1.402 1.042 1.545
5 N -1.062 -0.270 2.002
6 C -0.993 1.175 0.124
7 O -0.698 2.236 -0.442
8 N -1.042 -0.008 -0.575
9 C -0.635 0.048 -1.939
10 C -0.024 -1.159 -2.481
11 C 1.258 -1.419 -1.593
12 C 1.322 -2.499 -0.732
13 C 2.502 -2.931 -0.121
14 C 3.581 -2.053 -0.236
15 C 3.462 -0.846 -0.974
16 C 2.314 -0.581 -1.708
17 C -1.924 0.350 -2.774
18 O -2.298 1.478 -2.999
19 O -2.774 -0.738 -2.844
20 H -1.639 1.322 4.122
21 H -2.437 2.636 3.496
22 H -1.088 3.003 4.348
23 H -0.781 3.038 1.695
24 H 1.045 2.405 1.655
25 H -2.444 1.172 1.682
26 H -1.393 -0.473 2.925
27 H -0.082 -0.361 2.064
28 H -1.376 -0.874 -0.109
29 H -0.051 0.899 -2.031
30 H 0.239 -1.109 -3.629
31 H -0.640 -2.046 -2.407
32 H 0.430 -3.080 -0.511
33 H 2.614 -3.861 0.354
34 H 4.478 -2.321 0.283
35 H 4.331 -0.274 -1.092
36 H 2.134 0.485 -2.048
37 H -3.552 -0.599 -3.331



This record from the OMol25 dataset describes C13H18N2O4 in the gas phase. The level of theory is ωB97M-V with the def2-TZVPD basis set.

The frontier orbital gap is 9.7463 eV. As for the SMILES: C[C@@H](O)[C@H](NC(=O)[C@@H](N)Cc1ccccc1)C(=O)O.

Cartesian coordinates (Å):
1 C -2.641 -2.570 -0.624
2 C -1.687 -1.356 -0.146
3 O -0.563 -1.481 -0.973
4 C -2.083 0.202 -0.411
5 N -0.949 0.936 0.166
6 C -0.409 1.946 -0.392
7 O -1.007 2.564 -1.278
8 C 0.977 2.453 -0.181
9 N 0.884 4.030 0.006
10 C 1.703 1.842 0.942
11 C 2.141 0.392 0.723
12 C 1.586 -0.764 1.328
13 C 1.768 -2.110 0.939
14 C 2.706 -2.354 -0.117
15 C 3.108 -1.232 -0.844
16 C 2.917 0.033 -0.260
17 C -3.320 0.491 0.334
18 O -3.775 1.572 0.721
19 O -3.972 -0.637 0.621
20 H -2.274 -2.919 -1.590
21 H -3.673 -2.396 -0.647
22 H -2.404 -3.432 0.010
23 H -1.281 -1.547 0.863
24 H -0.165 -2.419 -0.730
25 H -2.165 0.298 -1.537
26 H -0.106 0.404 0.608
27 H 1.559 2.498 -1.063
28 H 1.775 4.329 -0.340
29 H 0.216 4.312 -0.717
30 H 0.970 2.002 1.802
31 H 2.601 2.551 0.970
32 H 0.651 -0.652 1.950
33 H 1.397 -2.923 1.566
34 H 3.003 -3.387 -0.237
35 H 3.691 -1.326 -1.780
36 H 3.546 0.833 -0.750
37 H -4.726 -0.186 1.070



This record from the OMol25 dataset describes C13H18N2OS in the gas phase. The level of theory is ωB97M-V with the def2-TZVPD basis set.

The frontier orbital gap is 8.7177 eV. As for the SMILES: S=C(NCCc1ccccc1)N1CCOCC1.

Cartesian coordinates (Å):
1 S 0.265 0.461 -3.481
2 C 0.141 0.509 -1.830
3 N -1.089 0.718 -1.271
4 C -1.363 1.639 -0.183
5 C -2.541 1.145 0.670
6 C -2.197 -0.130 1.385
7 C -1.631 -0.097 2.654
8 C -1.261 -1.267 3.292
9 C -1.451 -2.488 2.666
10 C -2.017 -2.532 1.403
11 C -2.389 -1.360 0.767
12 N 1.209 0.331 -1.020
13 C 1.155 -0.319 0.275
14 C 2.109 0.404 1.229
15 O 3.421 0.405 0.719
16 C 3.474 1.012 -0.553
17 C 2.554 0.313 -1.557
18 H -1.804 0.743 -1.989
19 H -0.471 1.751 0.433
20 H -1.615 2.628 -0.593
21 H -3.403 0.988 0.019
22 H -2.791 1.925 1.391
23 H -1.480 0.855 3.146
24 H -0.825 -1.227 4.279
25 H -1.162 -3.402 3.163
26 H -2.171 -3.481 0.912
27 H -2.827 -1.399 -0.218
28 H 0.141 -0.341 0.663
29 H 1.504 -1.356 0.159
30 H 2.150 -0.109 2.191
31 H 1.767 1.440 1.384
32 H 4.513 0.948 -0.877
33 H 3.183 2.071 -0.472
34 H 2.565 0.833 -2.515
35 H 2.888 -0.721 -1.710



This record from the OMol25 dataset describes a molecular structure, C13H18N5O6PdS. The level of theory is ωB97M-V with the def2-TZVPD basis set.

The net charge is +1. The frontier orbital gap (spin up / spin down) is 6.9269 / 6.9263 eV.

Cartesian coordinates (Å):
1 Pd 0.121 -0.046 -0.170
2 N 1.068 -1.873 -0.086
3 N 1.226 -2.484 1.191
4 C 2.501 -0.489 1.821
5 N 3.668 -1.046 1.315
6 S 2.517 1.135 2.695
7 H 0.496 -2.468 -0.677
8 H 1.958 -1.689 -0.556
9 H 1.971 -3.172 1.180
10 H 4.064 -1.749 1.925
11 H 4.350 -0.370 1.001
12 O 2.122 -2.264 3.276
13 C 1.478 -1.540 2.296
14 O 2.016 0.581 1.095
15 C 0.140 -0.908 2.861
16 N 0.000 -1.333 4.262
17 C -1.306 -1.997 4.446
18 C -2.182 -1.442 3.329
19 C -1.178 -1.333 2.179
20 H 0.252 0.175 2.829
21 H 0.138 -0.570 4.910
22 H 1.481 -2.254 4.035
23 H -1.695 -1.799 5.442
24 H -1.187 -3.076 4.336
25 H -2.572 -0.461 3.605
26 H -3.017 -2.095 3.085
27 H -1.534 -0.612 1.430
28 H -1.059 -2.305 1.705
29 O 1.518 0.048 -3.756
30 C 0.876 0.403 -2.812
31 O 0.234 -0.506 -2.037
32 C 0.704 1.836 -2.429
33 C 1.321 2.824 -3.183
34 C 1.150 4.159 -2.849
35 C 0.378 4.477 -1.745
36 C -0.250 3.522 -0.974
37 C -0.084 2.203 -1.350
38 N 0.202 5.903 -1.372
39 O 0.632 6.730 -2.142
40 O -0.357 6.130 -0.320
41 H 1.924 2.525 -4.029
42 H 1.601 4.951 -3.430
43 H -0.858 3.824 -0.133
44 H -0.742 1.484 -0.836



This record from the OMol25 dataset describes a molecular structure, C13H18N6OPdS. The level of theory is ωB97M-V with the def2-TZVPD basis set.

The net charge is +2. As for the expectation value of S²: 2.01. As for the multiplicity: 3. The frontier orbital gap (spin up / spin down) is 7.8169 / 5.8653 eV.

Cartesian coordinates (Å):
1 Pd -1.035 1.396 -0.001
2 C -1.385 -0.540 4.045
3 C -1.112 0.312 2.852
4 N -1.941 0.597 1.924
5 N -3.246 0.250 1.898
6 C -4.025 0.769 0.922
7 N -5.318 0.507 0.955
8 S -3.388 1.754 -0.316
9 C 0.201 0.988 2.701
10 C 1.217 0.875 3.634
11 C 2.357 1.659 3.491
12 C 2.448 2.543 2.432
13 C 1.409 2.580 1.512
14 N 0.330 1.817 1.645
15 H -2.386 -0.962 4.050
16 H -1.247 0.035 4.961
17 H -0.676 -1.370 4.068
18 H -3.657 -0.250 2.675
19 H -5.759 -0.015 1.697
20 H -5.917 0.896 0.243
21 H 1.125 0.197 4.470
22 H 3.158 1.584 4.214
23 H 3.304 3.192 2.313
24 H 1.439 3.233 0.650
25 N 0.052 0.974 -1.739
26 C 0.368 0.180 -2.533
27 N 0.709 -0.697 -3.412
28 C 0.435 -2.130 -3.211
29 C 1.775 -2.848 -3.033
30 O 2.611 -2.596 -4.136
31 C 2.914 -1.227 -4.297
32 C 1.637 -0.414 -4.521
33 H -0.055 -2.507 -4.110
34 H -0.216 -2.276 -2.351
35 H 1.615 -3.923 -2.989
36 H 2.248 -2.513 -2.099
37 H 3.559 -1.148 -5.169
38 H 3.445 -0.838 -3.418
39 H 1.156 -0.736 -5.445
40 H 1.852 0.651 -4.571



This record from the OMol25 dataset describes a molecular structure, C13H18NO3V. The level of theory is ωB97M-V with the def2-TZVPD basis set.

The net charge is +1. As for the expectation value of S²: 3.76. As for the multiplicity: 4. The frontier orbital gap (spin up / spin down) is 8.6321 / 9.1759 eV.

Cartesian coordinates (Å):
1 V -8.412 -1.444 8.606
2 C -5.370 -1.054 8.990
3 O -6.442 -0.895 8.047
4 C -6.174 -1.283 6.650
5 C -7.165 -2.318 6.141
6 O -8.519 -1.984 6.452
7 C -9.274 -1.065 5.512
8 C -9.241 0.364 6.148
9 O -9.498 0.175 7.550
10 C -9.481 1.389 8.351
11 H -4.682 -0.251 8.815
12 H -5.876 -0.992 9.995
13 H -4.925 -2.011 8.813
14 H -6.217 -0.375 6.028
15 H -5.181 -1.743 6.581
16 H -6.998 -2.380 5.071
17 H -7.032 -3.278 6.631
18 H -8.848 -1.083 4.471
19 H -10.273 -1.443 5.569
20 H -8.262 0.842 5.989
21 H -10.011 0.975 5.640
22 H -8.840 2.156 7.935
23 H -10.463 1.820 8.359
24 H -9.121 1.137 9.316
25 N -8.580 -1.168 15.724
26 C -8.313 -1.546 14.666
27 C -8.107 -1.772 13.230
28 C -8.812 -0.963 12.370
29 C -8.660 -1.234 11.001
30 C -7.926 -2.249 10.443
31 C -7.121 -2.960 11.357
32 C -7.253 -2.780 12.717
33 H -9.462 -0.229 12.748
34 H -9.355 -0.682 10.339
35 H -6.586 -3.800 10.911
36 H -6.746 -3.408 13.439



Short version: relative energy (zero: lowest compared OMol25 entry of this formula, charge and spin) = 81.1, 674.3, 223.3, 437.0, 54.7, 515.3, 16.6, 0.0 kJ/mol, in the order given.
Short version: largest force on an atom = 2.1, 8.2, 4.0, 7.0, 0.6, 1.1, 0.9, 2.1 eV/Å, in the order given.